Molecular formula: C36H98O33S10
Method: DFT, ωB97M-V with the def2-TZVPD basis set

The value obtained for the orbital gap is 0.3410 Ha.

Geometry as XYZ:
```
177
Properties=species:S:1:pos:R:3:forces:R:3:lowdin_charge:R:1
C 19.33460 17.58632 16.32639 -0.19 0.47 -1.17 -0.0718
C 18.63671 17.24532 14.98356 -1.13 1.35 1.22 -0.3235
O 18.75702 18.32619 14.03492 -0.77 -0.88 0.40 -0.1053
H 18.98273 18.60368 16.57810 0.33 -0.45 0.20 0.0641
H 20.43163 17.60385 16.16234 -0.57 -0.01 0.37 0.0766
H 19.03561 16.88893 17.12835 0.25 0.23 -0.40 0.0667
H 17.56801 16.99153 15.22281 0.53 0.60 -0.25 0.0923
H 18.99234 16.36596 14.54931 1.02 -1.59 -0.69 0.0814
H 18.05313 18.11656 13.36731 0.96 0.48 0.70 0.0312
C 9.97178 11.27057 14.89019 -0.40 0.33 -0.42 -0.0846
C 9.61111 12.75620 14.73538 0.65 -0.31 0.63 -0.3135
O 10.78606 13.57679 14.63678 -0.69 -0.60 -0.04 -0.0797
H 10.23193 10.92076 15.89177 0.09 0.51 0.10 0.0528
H 10.81196 11.01550 14.23098 -0.46 -0.11 -0.06 0.0778
H 9.03380 10.74929 14.63384 0.61 -0.25 -0.18 0.0748
H 9.00069 13.03665 15.57191 -0.13 0.37 0.99 0.0928
H 8.89363 12.86982 13.93393 0.35 0.13 -0.96 0.1012
H 10.52953 14.50649 14.59904 0.10 -0.04 -0.06 0.0440
C 15.62678 18.99033 16.83913 -0.92 -1.37 0.20 -0.0394
C 14.59798 17.85817 17.09113 -0.50 -0.22 0.93 -0.2626
O 13.54236 18.31534 17.98298 0.51 -0.26 -0.13 -0.1442
H 16.30230 19.02345 17.70110 -0.31 0.49 -0.04 0.0660
H 15.06761 19.90565 16.62785 0.33 0.06 0.22 0.0845
H 16.21760 18.73083 15.98100 0.36 0.05 -0.56 0.0391
H 15.03320 17.01837 17.66938 0.39 0.26 -0.87 0.0917
H 14.07175 17.41376 16.21796 0.68 0.55 0.06 0.0941
H 13.76261 17.83128 18.80626 -0.65 0.58 -0.11 0.0155
O 11.60898 16.60652 14.39633 -0.69 -0.05 0.78 -0.2914
S 10.78322 17.42872 15.25605 -1.20 -0.48 -0.52 0.5928
O 9.38129 17.64394 14.95016 1.09 -0.31 -0.14 -0.2901
O 10.83274 16.79994 16.72110 -0.04 0.42 -1.05 -0.2680
C 10.01724 17.46946 17.71700 -0.73 0.46 0.79 -0.2378
C 10.23399 16.59783 18.96666 -0.25 1.56 -0.27 -0.0544
C 11.58752 18.96284 15.38078 -1.95 0.75 0.50 -0.1006
H 8.90123 17.52658 17.44954 1.73 -0.40 -0.01 0.1412
H 10.35952 18.54278 17.83609 -0.09 -1.28 0.04 0.1330
H 9.77733 15.64674 18.82243 0.03 -1.00 -0.39 0.0672
H 9.62804 17.04050 19.74976 0.28 0.29 0.48 0.0779
H 11.29791 16.53533 19.23684 -0.41 0.04 -0.04 0.0725
H 12.30106 18.85844 16.15745 0.83 0.36 0.74 0.0366
H 10.80716 19.73939 15.52273 0.61 -0.47 0.44 0.1000
H 11.98725 19.14408 14.42876 0.99 0.13 -1.22 0.0436
O 11.43795 19.83231 20.92533 -0.83 -1.09 -0.29 -0.2810
S 12.17395 21.04470 20.96716 -0.64 1.32 0.12 0.5339
O 11.47994 22.30071 20.96012 0.44 -0.43 0.06 -0.2689
O 13.02732 21.00119 22.27997 0.31 -0.08 0.45 -0.2349
C 13.48239 19.68649 22.69952 -0.66 -0.63 0.94 -0.2587
C 14.57200 19.92589 23.69118 -0.27 -0.17 -0.14 -0.0482
C 13.34615 21.00145 19.70755 1.17 -1.44 -1.42 -0.1423
H 13.84512 19.14012 21.84465 -0.17 -0.39 -0.37 0.0923
H 12.66206 19.13338 23.26462 0.70 0.77 -1.17 0.1222
H 15.44238 20.35571 23.23643 0.49 0.28 -0.17 0.0667
H 14.82075 19.02061 24.22375 0.14 -0.37 0.05 0.0836
H 14.11795 20.59729 24.37858 0.12 0.79 0.97 0.0744
H 12.82174 20.98988 18.74359 -0.14 -0.13 0.36 0.0808
H 13.93121 20.03688 19.74775 -0.69 1.02 0.08 0.0723
H 14.04533 21.81816 19.65996 0.09 0.46 0.55 0.0708
O 13.18017 15.18886 24.26970 -0.94 0.55 -0.56 -0.2904
S 11.89586 15.84902 24.17485 -0.39 0.72 2.43 0.6431
O 10.74819 15.22356 24.79739 0.36 -0.57 -1.06 -0.3061
O 11.95779 17.26756 24.99768 0.93 -1.03 -1.01 -0.2964
C 11.31672 17.37281 26.30090 -1.22 0.17 -0.81 -0.2602
C 11.81616 18.69344 26.81760 1.11 -0.01 -1.04 -0.0602
C 11.50529 16.47900 22.55083 -0.54 0.18 1.22 -0.0869
H 11.46053 16.55916 26.96550 1.12 -0.98 0.40 0.1039
H 10.23798 17.25413 26.10898 0.16 0.85 0.08 0.1215
H 12.93341 18.65661 26.89175 -0.92 -0.14 0.41 0.0980
H 11.34918 19.01728 27.73381 -0.08 0.09 0.21 0.0775
H 11.66782 19.39416 25.99495 -0.35 0.41 0.33 0.0758
H 11.43520 15.67283 21.82955 -0.07 -0.15 0.06 0.0556
H 12.23708 17.21579 22.28772 0.56 0.22 -0.32 0.0354
H 10.56224 17.00764 22.76116 0.18 -0.35 -0.49 0.0947
O 11.68742 13.15547 21.21668 0.08 0.58 -0.85 -0.2704
S 11.78844 11.73623 21.32319 1.15 -0.19 2.08 0.5531
O 13.11911 11.14693 21.44131 -1.43 0.65 -0.58 -0.2822
O 10.92145 11.36760 22.53948 -1.55 -1.72 0.48 -0.2605
C 11.03123 11.90525 23.85234 0.50 2.22 1.67 -0.2294
C 10.26681 11.04765 24.90614 1.26 -0.76 -3.19 -0.0262
C 10.87370 10.87482 20.14553 2.32 -1.97 -1.80 -0.1127
H 10.68772 12.97364 23.88197 -0.15 -1.02 -0.35 0.1060
H 12.09352 12.02796 24.03845 0.27 -0.46 0.48 0.1163
H 10.49828 11.22027 25.90829 0.84 0.77 1.46 0.0539
H 10.59411 10.00806 24.67172 -0.89 0.44 0.31 0.0953
H 9.22583 11.26078 24.78737 -0.76 -0.49 -0.21 0.0691
H 11.34289 11.21609 19.21892 -0.14 -0.02 -0.23 0.0665
H 9.84172 10.95025 20.04138 -1.75 0.89 0.51 0.0602
H 11.10205 9.77649 20.18772 0.04 1.05 0.35 0.1080
O 15.64781 11.17964 16.72165 0.15 -0.93 -0.04 -0.2981
S 15.80816 10.00533 17.55524 1.00 -0.72 -1.30 0.5862
O 16.31967 8.73524 17.01197 -0.83 2.30 0.67 -0.2961
O 16.67943 10.44894 18.79078 0.42 -0.19 0.04 -0.2910
C 18.01964 11.05165 18.44852 -0.12 -2.52 -1.29 -0.2004
C 18.17935 12.13626 19.40181 1.17 0.78 0.07 -0.0768
C 14.30072 9.70345 18.35474 2.10 -1.36 3.60 -0.1229
H 17.97349 11.25275 17.36209 0.25 0.39 0.67 0.1200
H 18.75490 10.23397 18.63467 -0.54 0.53 -0.32 0.1359
H 17.32567 12.74615 19.34033 -1.31 0.79 0.58 0.0732
H 18.98982 12.82897 19.21505 0.48 -0.13 -0.45 0.0878
H 18.40642 11.68399 20.34531 -0.40 0.13 0.89 0.0574
H 14.50202 8.79361 19.02020 -0.35 1.25 -0.79 0.1156
H 13.59069 9.43760 17.67795 -1.97 -0.53 -2.15 0.0375
H 14.02334 10.53023 18.99357 -0.05 0.28 -0.04 0.0479
O 18.67470 14.61653 21.28254 -0.59 -0.53 -0.43 -0.2814
S 19.29220 15.82678 21.70586 0.21 0.47 1.68 0.5603
O 18.58646 16.74629 22.54481 -0.23 0.11 -0.09 -0.2729
O 20.57124 15.43644 22.57156 -0.76 0.55 -0.71 -0.2513
C 21.27548 14.24029 22.13803 0.52 1.91 0.31 -0.2522
C 21.88133 13.75641 23.39124 0.01 -1.15 1.26 -0.0655
C 19.91157 16.69208 20.34838 1.92 -1.72 0.00 -0.1062
H 22.01678 14.59214 21.43044 0.21 -0.23 -0.38 0.1215
H 20.53341 13.63155 21.69367 -0.25 -1.12 -0.45 0.0900
H 21.12188 13.22734 23.95025 -0.33 -0.38 0.13 0.0804
H 22.13429 14.56470 24.09768 0.57 -0.20 -0.77 0.0980
H 22.66645 13.02056 23.19896 0.21 0.39 0.20 0.0898
H 20.40297 17.56579 20.68492 0.77 0.76 0.41 0.0676
H 19.08368 16.99763 19.81851 -1.95 0.52 -1.54 0.0202
H 20.57568 16.00534 19.76957 -0.54 0.71 0.32 0.1059
O 16.59601 20.67984 20.23570 0.15 -0.21 0.31 -0.2766
S 18.02667 20.64094 20.22682 1.03 -1.21 -1.99 0.6017
O 18.73304 19.78901 19.24937 -1.13 0.84 1.74 -0.3172
O 18.53115 22.11285 19.93846 -0.16 0.10 0.66 -0.2542
C 19.17700 22.44489 18.66682 0.14 -0.93 0.49 -0.2307
C 18.22288 22.41899 17.52879 0.19 1.35 -1.07 -0.0565
C 18.66186 20.25255 21.85584 0.67 0.73 0.22 -0.1054
H 19.99093 21.77002 18.53519 0.43 -0.93 -0.23 0.1033
H 19.66199 23.34893 18.90083 0.10 1.54 0.02 0.1093
H 18.63788 22.79155 16.55726 0.35 -1.19 0.68 0.1095
H 17.48849 23.18303 17.61394 -1.03 0.60 0.81 0.0685
H 17.71788 21.47688 17.50178 -0.09 -0.63 -0.59 0.0588
H 19.72947 20.51210 21.82849 -0.27 -0.02 -0.07 0.0746
H 18.60731 19.17441 22.03601 -0.44 0.16 -0.19 0.0482
H 18.19938 20.84430 22.67060 -0.04 -0.38 -0.71 0.0822
O 16.68720 17.34806 12.71932 0.94 -0.11 -0.85 -0.2636
S 15.29249 17.37959 12.95980 -0.64 -0.15 0.67 0.5591
O 14.76625 18.48199 13.70359 -0.34 -0.05 0.06 -0.2597
O 14.55793 17.24856 11.58332 -0.81 0.76 -0.51 -0.2339
C 13.45230 18.17897 11.30590 0.77 1.31 -0.81 -0.1938
C 13.95598 19.53843 10.73316 1.24 -1.51 0.49 -0.0527
C 14.88586 15.82635 13.62964 -0.74 -0.16 1.33 -0.1061
H 12.88934 18.40043 12.20884 0.04 -0.38 0.09 0.0934
H 12.82132 17.70562 10.57167 -0.05 -0.54 -0.03 0.1167
H 14.67816 19.48380 9.90329 -0.34 -0.53 0.21 0.0880
H 14.47386 20.05780 11.52608 -0.06 0.40 0.24 0.0660
H 13.12704 20.08620 10.37844 -1.05 0.76 -0.20 0.0586
H 15.21536 15.08726 12.92901 0.21 -0.42 -0.34 0.0736
H 13.81117 15.74474 13.81209 0.03 0.15 -0.28 0.0602
H 15.36224 15.68006 14.60847 0.20 0.23 -0.38 0.0811
O 17.73403 9.39718 24.23713 0.29 0.14 -1.90 -0.3019
S 17.64008 9.57266 22.78862 -0.46 -2.05 1.97 0.5807
O 18.79778 9.85908 22.00015 0.49 0.34 -0.07 -0.2901
O 16.96136 8.26543 22.15022 0.44 -0.16 -0.09 -0.2939
C 17.72633 7.06227 21.55103 -1.81 1.49 0.59 -0.1946
C 18.60221 6.41011 22.51530 0.23 1.24 2.88 -0.1024
C 16.41639 10.78135 22.52611 1.62 1.08 0.34 -0.1156
H 18.28670 7.42211 20.70569 -0.50 0.05 -0.75 0.1126
H 16.84746 6.39366 21.44145 0.65 0.63 -0.94 0.1354
H 17.98428 6.40773 23.45736 0.94 -0.31 -0.53 0.1090
H 19.55376 6.96592 22.72411 -0.78 -0.70 -0.30 0.1043
H 18.73608 5.40295 22.20714 0.55 -0.91 -0.21 0.0706
H 16.92615 11.71159 22.82910 -0.14 -0.28 -0.05 0.0931
H 15.53279 10.69310 23.08756 -1.01 -0.61 0.68 0.0603
H 16.26593 10.83152 21.49553 -0.58 0.11 -1.74 0.0312
O 16.45326 16.73871 19.90537 1.48 -0.57 -0.18 -0.2352
S 15.26335 16.10318 20.33193 -1.19 2.29 1.14 0.5045
O 14.13050 16.99854 20.28639 -0.92 0.06 0.76 -0.2975
O 14.93770 14.96413 19.40663 0.38 -2.53 -1.41 -0.2371
C 13.72400 14.12633 19.43543 -0.95 0.51 2.34 -0.2231
C 13.35127 13.83330 18.04183 -1.69 0.06 -1.96 -0.0518
C 15.37919 15.48308 21.96888 -0.72 -0.91 0.80 -0.0970
H 12.90038 14.73301 19.92137 1.08 -0.58 -0.48 0.1046
H 13.89765 13.23567 20.11818 0.16 1.10 -1.02 0.1171
H 12.29758 13.40921 17.90406 1.40 0.34 0.62 0.1137
H 14.03619 13.21988 17.48164 0.40 -0.57 0.11 0.0618
H 13.29627 14.76072 17.44775 0.00 -0.02 0.41 0.0879
H 16.04262 14.61249 22.01962 -0.11 0.14 -0.27 0.0705
H 14.37514 15.23456 22.45540 1.33 0.42 -1.01 0.0719
H 15.87333 16.26667 22.52990 0.00 0.27 0.14 0.0682
```
Positions in Å, forces in eV/Å.